{"formula": "C15H22BiClN2O3", "method": "ωB97M-V with the def2-TZVPD basis set", "species": ["Bi", "N", "C", "C", "O", "N", "C", "C", "O", "O", "H", "H", "H", "H", "H", "H", "C", "C", "C", "C", "C", "C", "C", "C", "C", "C", "H", "H", "H", "H", "H", "H", "H", "H", "H", "H", "H", "H", "H", "H", "Cl", "C", "H", "H"], "positions_angstrom": [[-0.424, 0.665, -1.210], [-1.617, 0.894, -3.470], [-3.057, 0.760, -3.199], [-3.441, 1.324, -1.836], [-4.601, 1.640, -1.631], [-2.439, 1.423, -0.942], [-2.764, 1.912, 0.386], [-1.537, 1.960, 1.295], [-1.654, 2.299, 2.446], [-0.405, 1.541, 0.767], [-1.310, 0.260, -4.198], [-1.382, 1.830, -3.787], [-3.681, 1.248, -3.946], [-3.312, -0.301, -3.197], [-3.179, 2.921, 0.339], [-3.522, 1.291, 0.868], [4.257, -1.187, 1.952], [3.285, -0.515, 0.979], [3.189, 0.987, 1.264], [1.937, -1.202, 1.011], [0.995, -0.911, 1.993], [-0.238, -1.546, 2.016], [-0.576, -2.502, 1.062], [-1.902, -3.214, 1.107], [0.359, -2.784, 0.070], [1.590, -2.143, 0.046], [5.235, -0.702, 1.923], [4.390, -2.243, 1.715], [3.875, -1.116, 2.972], [3.685, -0.645, -0.032], [3.055, 1.176, 2.331], [2.342, 1.448, 0.753], [4.103, 1.494, 0.955], [1.200, -0.144, 2.729], [-0.960, -1.272, 2.777], [-2.329, -3.322, 0.109], [-2.617, -2.673, 1.725], [-1.795, -4.216, 1.525], [0.115, -3.503, -0.705], [2.283, -2.360, -0.760], [1.197, 2.564, -3.484], [0.526, 2.618, -1.819], [-0.216, 3.411, -1.766], [1.341, 2.834, -1.135]], "atomic_forces_ev_per_a": [[0.012, 0.025, 0.180], [0.034, 0.004, 0.020], [0.082, -0.042, -0.045], [0.021, 0.083, 0.000], [-0.080, -0.017, 0.044], [-0.019, -0.011, -0.030], [0.070, 0.142, -0.091], [-0.136, -0.541, 0.055], [0.058, 0.226, 0.102], [0.048, 0.152, -0.095], [-0.019, -0.002, 0.000], [-0.019, -0.018, 0.000], [0.003, 0.007, 0.008], [-0.013, -0.005, -0.004], [-0.036, 0.006, -0.025], [0.033, -0.009, 0.014], [-0.005, 0.002, 0.021], [0.018, 0.014, -0.058], [0.011, -0.026, 0.025], [-0.095, 0.091, 0.006], [0.004, 0.024, -0.001], [-0.018, 0.005, -0.031], [-0.010, 0.013, -0.004], [-0.002, 0.036, -0.025], [-0.001, -0.007, -0.008], [0.011, -0.057, -0.111], [0.002, 0.007, -0.009], [-0.008, -0.006, -0.006], [0.003, 0.000, 0.007], [-0.019, 0.009, -0.016], [-0.029, 0.003, 0.001], [0.014, -0.004, -0.024], [0.019, -0.010, 0.016], [0.000, -0.012, 0.022], [0.005, -0.010, 0.023], [0.000, -0.009, -0.006], [-0.004, 0.005, 0.004], [0.018, -0.002, 0.008], [0.014, -0.026, 0.010], [0.049, -0.040, 0.047], [-0.032, -0.006, 0.071], [-0.002, -0.027, -0.078], [0.012, 0.024, -0.022], [0.005, 0.008, 0.001]], "e_above_lowest_kj_mol": 6.5, "spin_multiplicity": 1, "gap_ev": 9.055, "lumo_ev": 0.0, "homo_ev": -9.1}

---

{"formula": "C38H70O17", "method": "ωB97M-V with the def2-TZVPD basis set", "species": ["C", "O", "C", "O", "O", "C", "H", "H", "H", "H", "H", "H", "C", "O", "C", "O", "O", "C", "H", "H", "H", "H", "H", "H", "C", "C", "C", "O", "C", "H", "H", "H", "H", "H", "H", "H", "H", "C", "C", "C", "O", "C", "H", "H", "H", "H", "H", "H", "H", "H", "C", "C", "C", "O", "C", "H", "H", "H", "H", "H", "H", "H", "H", "C", "C", "C", "O", "C", "H", "H", "H", "H", "H", "H", "H", "H", "C", "C", "C", "O", "C", "H", "H", "H", "H", "H", "H", "H", "H", "O", "C", "O", "C", "C", "C", "H", "H", "H", "H", "H", "H", "O", "C", "O", "C", "C", "C", "H", "H", "H", "H", "H", "H", "O", "C", "O", "C", "C", "C", "H", "H", "H", "H", "H", "H"], "positions_angstrom": [[7.337, -4.956, 0.706], [6.627, -3.768, 0.264], [5.537, -3.987, -0.626], [5.320, -4.997, -1.226], [4.944, -2.783, -0.752], [4.054, -2.483, -1.795], [6.729, -5.856, 0.795], [7.940, -4.766, 1.594], [8.147, -5.101, -0.009], [3.506, -1.560, -1.603], [3.239, -3.180, -1.992], [4.594, -2.432, -2.740], [-2.503, -1.572, 2.353], [-3.075, -0.809, 1.286], [-3.775, -1.339, 0.334], [-4.203, -2.491, 0.309], [-4.294, -0.380, -0.337], [-4.700, -0.583, -1.743], [-3.191, -1.993, 3.086], [-1.846, -0.993, 3.002], [-1.816, -2.273, 1.879], [-5.161, -1.553, -1.925], [-3.900, -0.318, -2.434], [-5.558, 0.054, -1.959], [-2.144, 1.756, -5.535], [-3.463, 2.185, -6.019], [-3.413, 3.687, -5.806], [-2.519, 3.838, -4.705], [-1.779, 2.681, -4.438], [-1.518, 1.880, -6.419], [-2.127, 0.713, -5.219], [-4.252, 1.909, -5.319], [-3.761, 1.822, -7.003], [-4.353, 4.136, -5.483], [-2.956, 4.224, -6.637], [-1.865, 2.243, -3.443], [-0.703, 2.689, -4.607], [-1.587, 3.911, 4.065], [-2.007, 5.389, 4.112], [-1.837, 5.759, 2.590], [-1.589, 4.624, 1.859], [-1.818, 3.425, 2.614], [-2.191, 3.271, 4.709], [-0.537, 3.738, 4.304], [-1.302, 5.894, 4.771], [-3.015, 5.413, 4.527], [-0.943, 6.337, 2.358], [-2.689, 6.357, 2.267], [-1.081, 2.648, 2.415], [-2.788, 2.977, 2.397], [5.763, 0.658, 0.416], [6.182, 0.884, 1.860], [4.844, 0.541, 2.579], [3.929, 1.075, 1.592], [4.506, 1.509, 0.407], [5.431, -0.377, 0.335], [6.536, 0.790, -0.341], [6.463, 1.917, 2.066], [7.034, 0.310, 2.224], [4.878, 1.155, 3.479], [4.779, -0.510, 2.860], [4.681, 2.584, 0.450], [3.834, 1.319, -0.430], [0.404, -0.336, 0.017], [0.411, -0.908, -1.375], [0.792, 0.353, -2.146], [0.212, 1.421, -1.483], [-0.264, 1.043, -0.185], [1.424, -0.154, 0.356], [-0.156, -0.928, 0.740], [-0.620, -1.211, -1.554], [0.964, -1.846, -1.409], [0.457, 0.309, -3.182], [1.879, 0.414, -2.195], [-1.344, 0.969, -0.058], [0.098, 1.744, 0.566], [0.194, -0.056, 5.087], [0.722, 1.148, 5.742], [1.879, 1.660, 4.963], [1.232, 1.559, 3.650], [0.511, 0.319, 3.572], [-0.780, -0.453, 5.374], [0.783, -0.973, 5.075], [1.060, 0.882, 6.743], [-0.077, 1.887, 5.811], [2.728, 1.031, 4.693], [2.220, 2.648, 5.274], [1.066, -0.447, 3.032], [-0.436, 0.527, 3.073], [1.212, -3.558, 4.969], [1.410, -3.676, 3.793], [0.350, -3.472, 2.881], [0.786, -3.845, 1.568], [2.170, -4.463, 1.762], [2.612, -4.020, 3.085], [0.868, -2.961, 0.936], [0.163, -4.675, 1.237], [2.752, -4.016, 0.956], [2.258, -5.545, 1.661], [3.181, -3.096, 2.979], [3.267, -4.665, 3.669], [0.056, -4.554, -1.223], [-0.209, -4.644, -2.394], [0.554, -4.226, -3.389], [0.046, -4.550, -4.663], [-1.033, -5.522, -4.343], [-1.420, -5.293, -2.924], [0.841, -5.087, -5.180], [-0.277, -3.653, -5.192], [-0.621, -6.526, -4.441], [-1.716, -5.391, -5.183], [-1.634, -6.246, -2.441], [-2.156, -4.495, -2.817], [-3.152, 2.746, -1.634], [-4.144, 3.525, -1.576], [-4.219, 4.630, -0.691], [-5.265, 5.421, -1.169], [-6.239, 4.597, -1.977], [-5.302, 3.538, -2.515], [-4.825, 6.251, -1.721], [-5.852, 5.751, -0.312], [-6.653, 5.103, -2.849], [-7.033, 4.182, -1.356], [-4.858, 3.990, -3.402], [-5.852, 2.601, -2.606]], "atomic_forces_ev_per_a": [[0.901, 0.306, -1.042], [-2.122, -0.844, -0.399], [2.212, 0.869, 0.438], [-0.315, 0.320, 0.431], [0.353, -0.351, 1.223], [-0.861, -0.426, -1.462], [-0.116, 0.310, -0.030], [-0.882, 0.482, 0.436], [-0.288, -0.494, -0.458], [0.687, 0.257, 0.367], [0.218, -0.717, 0.529], [0.121, 0.302, 0.025], [0.893, -0.783, -0.160], [1.814, 1.659, 1.977], [-2.976, -4.024, 1.698], [1.671, 0.704, -0.471], [-0.681, 2.664, -3.841], [-0.843, -0.064, 0.702], [-0.502, -0.411, -0.792], [-0.163, 0.888, -0.617], [-0.427, -0.619, 0.411], [0.799, -0.417, 0.322], [0.139, -0.213, 0.327], [0.310, 0.591, 0.470], [0.047, -1.933, -1.122], [-2.516, 0.486, 0.485], [1.040, 0.056, -0.105], [0.223, 1.129, 1.256], [1.217, -1.174, -0.469], [0.681, -0.157, 0.240], [0.114, -0.106, -0.167], [-0.160, -0.677, 0.059], [0.161, 0.254, -0.034], [-0.108, 0.024, -0.466], [-0.362, 0.152, -0.287], [-0.742, 0.448, 0.083], [0.436, 1.510, 0.449], [-0.643, -1.036, -0.208], [0.726, -1.300, -0.760], [0.223, 0.567, 2.699], [-1.138, -1.407, -1.107], [1.472, 0.493, 1.998], [0.130, 0.163, 0.249], [-0.019, 0.105, -0.029], [-0.299, 0.442, -0.264], [-0.021, 0.643, -0.454], [0.200, 0.628, 0.008], [-0.191, -0.120, -0.965], [0.235, 0.176, -0.928], [-0.517, 0.453, -0.442], [0.646, 0.067, -0.278], [0.343, -0.959, 0.615], [2.136, 2.183, -1.295], [-2.510, -0.917, 2.305], [1.001, -0.473, -0.496], [0.039, -0.167, -0.143], [-0.097, 0.474, 0.036], [-0.238, 0.203, -0.207], [-0.094, -0.369, -0.201], [-0.817, -0.056, 0.192], [-0.610, -0.099, -0.549], [0.293, 0.194, -0.086], [-0.139, -0.168, 0.052], [-0.398, 0.739, 0.898], [-0.866, -0.197, 0.702], [0.417, -1.837, -0.979], [-0.966, 1.270, 0.560], [1.147, -1.120, 0.245], [0.122, -0.182, 0.265], [0.197, -0.099, 0.074], [-0.232, 0.100, -0.518], [0.537, 0.354, -0.533], [-0.203, 0.192, -0.087], [0.313, 0.361, 0.188], [-0.264, 0.138, -0.711], [0.181, 0.277, -0.098], [1.000, -1.979, -2.942], [0.862, -0.631, 3.360], [-0.939, -0.982, -2.313], [-0.392, 1.225, -1.271], [-1.223, 1.129, 1.025], [-0.342, 0.752, -0.338], [0.536, 0.115, 1.473], [-0.280, 0.261, 0.454], [0.247, 0.326, 0.064], [0.411, -0.363, 1.637], [-0.257, 0.182, -0.633], [0.065, 0.022, 0.057], [0.144, 0.058, -0.579], [0.170, 0.168, -0.330], [-3.195, 0.636, 1.096], [1.179, -0.009, 1.035], [0.163, -1.349, 0.656], [0.683, -0.214, -2.207], [2.295, 0.528, 0.398], [-0.534, -0.260, -0.116], [-0.523, 0.873, -0.527], [0.516, -0.391, 0.061], [-0.549, 0.025, -0.123], [0.080, 0.322, 0.153], [-0.270, -0.196, -0.097], [0.575, 0.619, -0.241], [0.062, -0.964, 1.387], [1.782, 1.565, 0.708], [0.820, -0.436, 0.099], [-0.590, -1.039, -2.231], [-0.733, 0.091, -0.626], [0.077, 0.566, -0.367], [0.105, 0.033, 0.086], [-0.080, -0.081, 0.005], [-0.882, -0.403, 0.552], [-0.374, 0.582, 0.402], [-0.693, -0.462, 0.191], [-4.007, 3.179, 1.070], [4.315, -2.450, 0.476], [0.787, -2.825, -1.238], [-1.699, 1.845, 0.750], [0.318, -0.363, -0.656], [-0.521, 0.347, 0.408], [-0.217, 0.141, -0.026], [0.492, 0.667, 0.155], [-0.286, 0.366, 0.477], [0.035, 0.055, -0.055], [-0.022, -0.821, -0.552], [0.818, -0.174, -0.519]], "charge": 1, "spin_multiplicity": 2, "gap_ev": [8.848, 2.871], "lumo_ev": [-2.3, -8.3], "homo_ev": [-11.1, -11.1]}

---

{"formula": "C6H16NO", "method": "ωB97M-V with the def2-TZVPD basis set", "species": ["C", "C", "C", "C", "C", "C", "N", "H", "H", "H", "H", "H", "H", "H", "H", "H", "H", "H", "H", "H", "H", "H", "H", "O"], "positions_angstrom": [[-0.468, -1.200, 0.866], [-1.162, 0.041, 0.370], [-0.297, 1.259, 0.003], [-0.881, 2.188, -0.752], [1.126, 1.378, 0.424], [1.272, 1.505, 1.975], [0.306, -1.973, -0.181], [-1.063, -1.906, 1.431], [0.276, -0.853, 1.580], [-1.981, 0.372, 1.019], [-1.788, -0.128, -0.518], [-0.324, 3.094, -0.978], [-1.850, 2.170, -1.232], [1.781, 0.612, 0.001], [1.554, 2.309, 0.048], [0.334, 1.792, 2.451], [1.561, 0.566, 2.452], [1.985, 2.293, 2.206], [0.026, -2.979, -0.030], [1.343, -1.933, -0.041], [0.250, -1.662, -1.171], [-0.019, -2.246, -3.735], [-1.444, -2.318, -3.272], [-0.538, -2.381, -2.917]], "atomic_forces_ev_per_a": [[0.970, 0.857, 0.355], [-0.915, 0.500, -1.042], [-0.978, -0.563, -0.787], [0.862, 0.762, -0.205], [0.374, 0.923, 1.231], [-0.113, -0.364, -0.282], [0.046, 0.002, 0.282], [-0.441, -0.016, -0.376], [0.176, -0.221, 0.058], [0.536, -0.152, 0.755], [0.408, -0.485, -0.086], [0.048, -0.088, -0.055], [-0.240, -0.432, 0.399], [-0.250, -0.350, 0.191], [-0.330, 0.014, -0.378], [-0.127, 0.098, -0.177], [0.277, 0.108, -0.002], [0.175, -0.209, 0.149], [0.194, -0.047, -0.763], [0.219, -0.047, 0.544], [-0.921, -0.339, 0.249], [0.074, -0.115, 0.586], [0.220, -0.084, 0.478], [-0.264, 0.248, -1.125]], "e_above_lowest_kj_mol": 209.5, "spin_multiplicity": 2, "gap_ev": [3.934, 9.856], "lumo_ev": [0.7, 0.4], "homo_ev": [-3.2, -9.4]}